Density functional theory data (ωB97M-V/def2-TZVPD) for C2H7Br2N3O4PdS2 as an isolated structure.

Last column: Mulliken charge in e.
CARTESIAN COORDINATES (ANGSTROEM)
Pd 0.03602 -0.33479 0.38391  0.276
N -0.90404 2.18103 3.58629  -0.413
H 0.30022 2.07743 -0.38302  0.253
C 1.34006 -1.94235 -1.77899  -0.283
C -0.16380 1.72795 2.56652  0.723
H -1.16645 1.54351 4.32073  0.216
Br 2.48370 -0.48340 -1.30553  -0.041
S 0.53856 0.18665 2.66952  -0.364
H -1.34418 3.08683 3.55559  0.209
H 1.85750 -2.59155 -2.48148  0.382
O -1.80651 0.92478 0.12754  -0.521
O -0.23106 0.65985 -1.62004  -0.669
N 0.13272 2.59429 1.57582  -0.114
O -1.49712 -1.19461 -0.94654  -0.566
H 0.39710 -1.54339 -2.15765  0.203
S -1.62415 0.26815 -1.20580  1.317
Br 0.95485 -2.89612 -0.14143  -0.044
H -0.51409 3.37020 1.43149  0.246
O -2.60787 0.62356 -2.16961  -0.673
N 0.87704 2.16525 0.47100  -0.372
H 1.67140 2.78030 0.30166  0.235

The max |F| comes out at 3.79 eV Å⁻¹. As for the LUMO energy (spin up / spin down): -2.298 / -2.295 eV. Its highest occupied orbital energy (spin up / spin down) is -8.53 / -8.53 eV. The calculation puts the HOMO-LUMO gap (spin up / spin down) at 0.229 / 0.229 hartree. The calculation puts the total energy at -6617.82539 hartree.

=====

Density functional theory data (ωB97M-V/def2-TZVPD) for a 11-piece molecular cluster, C46H80F16O11 overall.

Last column: Mulliken charge in e.
CARTESIAN COORDINATES (ANGSTROEM)
H 5.63639 -1.44029 -1.38839  0.345
O -2.51271 -1.00286 -5.32135  -0.406
H -5.02911 5.15002 2.62292  0.344
H 1.07406 -3.18997 3.00019  -1.039
H -4.28194 5.77334 0.16199  0.375
F -1.43414 -5.95839 -2.79150  -0.313
H 3.09658 -3.35765 3.89169  0.257
C 0.95547 -7.01586 -6.23014  0.826
H -2.14813 -2.35126 -1.17892  -0.307
F 1.32889 -7.82445 -5.26469  -0.278
C 2.05835 4.65376 5.07435  -0.124
H -3.23236 -2.01272 0.02745  0.321
F -0.31484 8.19603 4.51453  -0.289
F 2.09375 -6.64669 -6.93785  -0.294
H -3.46906 -4.11843 2.19015  0.303
H -1.93804 1.60788 7.62382  0.362
H 3.78574 4.13546 0.24030  0.468
H -3.57211 3.35123 3.35338  0.265
H -0.60723 -3.64687 4.73026  0.327
C 0.00907 8.79904 2.17229  0.169
H 1.44658 1.75115 -3.12616  -0.824
H 1.84132 -0.48621 -0.82681  0.097
O 3.40942 1.02819 -5.44013  -0.471
H 2.50346 5.57578 2.65721  0.386
H 1.43792 4.61363 -3.26420  0.580
C 3.71823 -3.51619 0.14486  -0.418
H 2.52698 3.00736 -0.02675  -0.206
F 0.20850 8.36787 0.91196  -0.204
H -1.07711 -4.18891 0.29925  0.127
F 0.57508 -3.93977 -2.47010  -0.276
O 0.32553 -5.84135 -5.62517  -0.291
H 1.28482 -3.05288 6.18787  0.170
C -4.17617 -1.14822 -3.61196  -0.651
H 0.15480 1.09928 4.23368  -0.101
H 2.86879 -2.20026 1.63021  -0.596
C 0.75747 -0.31237 0.89773  0.593
C -0.36097 0.69769 0.94072  0.328
C 2.55462 2.06376 -4.96214  -0.552
H -1.86807 2.03273 4.23562  -0.456
F -0.04826 -2.96110 -4.24092  -0.262
H -4.55022 -0.63660 -2.72515  0.441
H -4.21447 2.37386 2.05572  0.338
C 5.32940 -2.06227 -0.54755  -0.614
C -3.75172 3.33530 2.27839  -0.438
H -1.29948 0.14933 1.02195  0.072
H -3.95567 -5.78373 -0.16870  0.287
C 1.16874 -4.09747 5.89893  -0.557
H -3.96293 -0.82847 -6.88741  0.265
O 4.31394 -2.90675 -0.98550  -0.399
C 0.81323 -0.71949 -0.54984  0.130
C 0.24084 -4.33160 4.73488  -0.502
C 1.10108 5.37589 -1.06985  0.896
C 2.89313 3.97676 -0.36482  -0.333
H 4.19605 -4.44749 0.44891  0.405
H -1.63676 -0.19858 7.17178  0.319
C -3.74903 -1.38699 -5.97614  -0.392
C 3.30223 -0.04129 -4.58296  -0.580
F -1.94228 -5.16415 -4.79603  -0.256
H -0.39311 2.28354 6.18006  -0.127
H -5.01321 0.19568 -5.11017  0.266
H -2.23735 0.43491 3.63836  0.231
H 1.72703 0.10801 1.16476  0.302
F -1.20022 -8.00188 -6.40897  -0.215
C -0.32360 1.29441 -0.35549  0.340
H -0.30589 1.50553 1.67041  0.103
O -2.61900 0.85586 5.74540  -0.569
O 2.42501 -4.62371 5.40861  -0.520
H -1.31846 1.72341 -0.47518  0.034
H 0.78241 9.51361 2.45416  0.253
H 3.12498 2.66243 -4.25194  0.293
F 1.80692 3.67708 5.99390  -0.226
H -5.51984 4.19419 1.29248  0.288
H 0.33918 1.62831 -4.45236  0.476
C -4.82753 -0.87099 -4.98433  -0.715
H 0.15828 5.19965 -0.55201  -1.064
C -1.41442 -4.81765 -3.56321  0.568
C 1.73697 -0.06869 -4.26599  0.382
C -0.51114 0.58638 4.92764  0.119
H 2.66051 -3.69165 -0.05151  0.054
H 0.77550 -4.51866 6.82417  0.406
O -3.53739 -3.87479 -0.81423  -0.428
H 0.51078 0.84661 6.83685  0.448
C -0.10073 -7.71850 -7.09441  0.249
C -0.00980 -4.17037 -3.68846  1.035
C -2.75335 4.37812 0.47353  -0.205
H 0.55101 -1.77684 -0.58672  -0.007
H 0.45545 2.01633 -0.60048  -1.032
C -0.36460 1.19964 6.29170  -0.244
H -4.98813 -4.50084 0.52421  0.216
H 3.91593 0.15492 -3.70377  0.300
C -4.62915 4.51364 1.83352  -0.881
C -1.70026 0.84921 6.87818  -0.657
C 0.94728 -5.08468 -4.56398  -1.230
C 3.85229 -2.50318 1.27096  0.695
C 1.13277 -4.14183 3.52805  0.976
H 3.63015 -0.90272 -5.16479  0.327
H 0.74420 3.55857 -2.03719  -0.097
H -0.24115 -0.46952 4.91121  0.113
H 4.40349 -2.86563 2.13867  0.302
H 5.37483 -1.01113 1.35225  0.489
C -1.91806 -3.65819 0.74563  0.289
H -0.35698 -6.94451 -7.81786  0.167
H 1.48830 -0.61972 -3.35900  -0.378
H 4.02302 -0.59918 0.16696  -0.167
H 1.70645 -4.40299 -4.94745  0.482
C -2.93431 -4.55059 1.34435  -0.702
C 1.44050 4.38138 -2.19924  -0.169
C -2.76238 -0.62609 -3.89133  0.689
O 2.08937 5.13927 -0.03650  -0.397
H -0.18521 -5.33173 4.81455  0.330
F 0.23624 -8.79338 -7.84128  -0.272
H -1.40676 -3.01950 1.46587  -0.057
H 1.24478 -0.48648 -5.14423  0.150
C -1.87438 0.97809 4.51089  0.578
C -3.96937 -4.77943 0.25474  -0.511
F -1.01695 6.89792 3.04367  -0.281
H 3.59327 4.81352 -2.15016  0.388
F 3.35424 4.67070 4.72116  -0.281
H 1.46087 -5.77041 -3.89011  0.420
O 1.22124 7.08345 3.40306  -0.455
H -5.81440 -1.30937 -5.13272  0.399
F -0.16976 4.55005 4.35674  -0.376
O -0.11107 0.11669 -1.20098  -0.001
H 2.19376 2.61862 -5.82817  0.312
C 4.64621 -1.36773 0.62420  -0.276
O -2.51443 3.57777 1.60155  0.058
H 1.29462 6.36484 -1.48532  0.361
H -2.38060 -5.37423 1.79503  0.362
H 1.87392 5.54381 5.67592  0.303
C -3.74504 5.35002 1.01089  -0.160
H -2.77115 0.46346 -3.86138  0.212
H 0.56881 -1.15925 1.55749  -1.409
H -3.28487 6.06344 1.69454  -0.025
C 2.89843 4.00905 -1.90905  -0.396
C 1.45141 5.71234 2.90752  -1.030
C 2.56223 -4.29731 4.03170  -0.253
H -4.18832 -2.16574 -3.22133  0.265
H 6.17954 -2.67856 -0.25507  0.283
H -2.07710 -4.09332 -3.08959  -0.127
C -0.05195 7.73659 3.31513  0.827
H -3.66868 -2.46386 -6.12448  0.277
H -3.08362 3.74523 -0.35017  0.371
H -1.84327 4.92786 0.23348  -0.345
H 0.79855 5.63546 2.03805  0.316
H 0.73241 -4.88124 2.83445  0.197
F -1.16573 9.40005 2.13861  -0.269
C 1.10849 4.61280 3.85905  1.369
C 1.37224 1.43168 -4.16564  0.609
H -2.02467 -0.95353 -3.15875  -0.521
C -2.65330 -2.85371 -0.35404  0.097
F 1.17829 3.40071 3.27404  -0.233
H 2.98736 -5.14198 3.48957  0.256
H 3.34355 3.03272 -2.10077  0.307

The max |F| comes out at 3.45 eV Å⁻¹. As for the LUMO energy: 0.402 eV. As for the SMILES: FC(F)C(F)(F)COC(F)(F)C(F)F.FC(F)C(F)(F)COC(F)(F)C(F)F.C1CCOC1.C1CCOC1.C1CCOC1.C1CCOC1.C1CCOC1.C1CCOC1.C1CCOC1.C1CCOC1.C1CCOC1. Its highest occupied orbital energy is -9.46 eV. The calculation puts the HOMO-LUMO gap at 0.362 hartree. The calculation puts the total energy at -4225.92306 hartree.

=====

Density functional theory data (ωB97M-V/def2-TZVPD) for a 2-piece molecular cluster, C14H16O overall.

Last column: Mulliken charge in e.
CARTESIAN COORDINATES (ANGSTROEM)
C -1.33180 3.16260 -0.18520  -0.735
O 0.28596 2.21299 -1.70758  -0.478
C -0.89011 0.88850 1.41390  -0.589
C -0.30704 0.98286 0.19236  -0.472
H 3.93024 -1.55610 -1.48150  0.382
C -0.60887 -2.00053 -1.14161  -0.031
C 1.75663 -2.09188 -1.51157  0.834
C 1.72048 -3.22094 -0.71563  -0.334
H -1.50733 -3.39855 0.24261  0.363
C 0.48038 -1.57893 -1.86645  -0.748
C -1.86812 3.07256 1.15062  -0.496
C 0.59788 -3.79344 -0.10475  -0.493
H -1.55898 4.06063 -0.74107  0.358
H -1.26043 3.09874 3.76118  0.312
C -1.72590 2.16071 3.45424  -1.267
H -1.18848 1.35519 3.96112  0.365
H 0.45305 -0.73121 -2.53228  0.408
C 2.97019 -1.39751 -1.97155  -1.357
H 0.26656 0.24842 -0.34277  0.626
H 2.83204 -0.30735 -1.86822  0.286
C -0.62034 -3.14158 -0.33146  -0.612
H 0.74643 -4.75464 0.36244  0.385
C -0.51146 2.15805 -0.60966  0.493
H -2.33114 3.98278 1.50561  0.355
H -1.56396 -1.48735 -1.21777  0.405
H 0.43489 3.09909 -1.99996  0.293
H 3.13196 -1.60028 -3.04106  0.285
H -2.76429 2.23255 3.79373  0.304
H 2.66649 -3.74413 -0.53291  0.312
H -0.63368 0.08950 2.11300  0.256
C -1.60124 1.99927 1.95216  0.589

The max |F| comes out at 2.38 eV Å⁻¹. As for the LUMO energy: 0.763 eV. As for the SMILES: Cc1ccc(O)cc1.Cc1ccccc1. Its highest occupied orbital energy is -8.28 eV. The calculation puts the HOMO-LUMO gap at 0.332 hartree. The calculation puts the total energy at -618.27589 hartree.